No. 1
ORCA calculation (the ωB97M-V functional and the def2-TZVPD basis) on a cluster of 6 separate species, C10H34NO8 in total.

Last column: Löwdin charge in e.
CARTESIAN COORDINATES (ANGSTROEM)
N: 0.572 0.475 -0.523  0.301
H: 0.660 -0.521 -0.262  0.084
H: 0.906 0.967 0.317  0.074
H: -0.411 0.727 -0.710  0.086
H: 1.173 0.707 -1.318  0.082
C: -1.693 -0.936 -2.716  -0.071
C: -2.633 0.212 -2.465  -0.283
O: -2.021 1.094 -1.512  -0.109
H: -0.802 -0.607 -3.257  0.078
H: -2.160 -1.719 -3.311  0.087
H: -1.391 -1.374 -1.760  0.060
H: -3.592 -0.155 -2.078  0.103
H: -2.885 0.764 -3.373  0.122
H: -2.463 1.946 -1.574  0.104
C: 0.484 -2.857 2.300  -0.074
C: 1.414 -2.805 1.111  -0.269
O: 0.717 -2.325 -0.075  -0.125
H: 0.950 -3.323 3.168  0.083
H: -0.385 -3.471 2.050  0.080
H: 0.134 -1.857 2.558  0.067
H: 1.853 -3.780 0.886  0.118
H: 2.264 -2.138 1.266  0.107
H: 0.352 -3.099 -0.511  0.096
C: 1.799 2.837 1.700  -0.232
C: 0.795 2.275 2.679  -0.243
O: -0.076 1.343 2.083  -0.080
O: 2.578 1.860 1.013  -0.075
H: 2.407 3.575 2.230  0.127
H: 1.272 3.398 0.920  0.128
H: 0.277 3.098 3.185  0.131
H: 1.335 1.804 3.524  0.127
H: -0.945 1.311 2.502  0.066
H: 3.178 1.449 1.645  0.103
C: 3.954 0.179 -2.388  -0.215
C: 2.839 0.686 -3.254  -0.224
O: 2.109 1.764 -2.653  -0.082
O: 3.364 -0.721 -1.421  -0.084
H: 4.451 0.987 -1.843  0.125
H: 4.696 -0.358 -2.985  0.125
H: 2.119 -0.128 -3.380  0.122
H: 3.195 0.941 -4.253  0.127
H: 2.638 2.564 -2.719  0.102
H: 4.072 -1.006 -0.835  0.087
C: -2.894 -0.709 1.660  -0.223
C: -4.149 -0.402 0.879  -0.254
O: -5.335 -0.536 1.640  -0.041
O: -2.614 0.258 2.670  -0.073
H: -2.054 -0.704 0.966  0.105
H: -3.003 -1.691 2.130  0.130
H: -4.216 -1.120 0.063  0.120
H: -4.075 0.619 0.488  0.120
H: -5.405 0.197 2.258  0.085
H: -3.356 0.303 3.281  0.096

- Gap between HOMO and LUMO: 0.3954 Ha
- Total charge: +1
- Largest force on an atom: 1.40 eV/A
- HOMO level: -12.75 eV
- Energy: -28785.1780 eV

=====

No. 2
ORCA calculation (the ωB97M-V functional and the def2-TZVPD basis) on the ion C10H14FN2S2 with charge +1.

Last column: Löwdin charge in e.
CARTESIAN COORDINATES (ANGSTROEM)
C: -2.254 2.950 -0.250  -0.230
C: -1.431 3.988 -0.669  -0.933
C: -0.328 1.874 -0.114  -0.560
C: 0.609 0.770 0.262  -0.011
C: 0.299 -0.516 0.115  -0.085
C: 0.543 -2.811 0.693  0.129
C: 1.507 -4.867 -0.457  0.007
C: 2.473 -1.449 0.795  0.066
C: -3.497 5.743 -1.035  -0.327
C: 1.510 -4.222 0.982  -0.254
N: -1.663 1.764 -0.008  0.057
N: 0.999 -1.615 0.479  -0.100
F: 2.723 -4.062 1.536  -0.002
S: 0.241 3.466 -0.602  1.051
S: -1.687 5.585 -0.944  0.898
H: -3.320 3.139 -0.168  0.108
H: 1.558 1.082 0.580  0.086
H: -0.694 -0.864 -0.090  0.137
H: -0.433 -3.201 0.461  0.143
H: 1.193 -5.839 -0.445  0.056
H: 0.999 -4.236 -1.087  0.047
H: 2.552 -4.976 -0.721  0.101
H: 2.619 -0.407 1.077  0.088
H: 2.890 -1.681 -0.162  0.111
H: 2.933 -2.140 1.550  0.119
H: -3.796 6.289 -0.133  0.055
H: -3.942 4.827 -1.440  0.054
H: -3.621 6.370 -1.899  0.024
H: 1.017 -4.962 1.694  0.165

- Gap between HOMO and LUMO (alpha / beta): 0.2143 / 0.2144 Ha
- Total charge: +1
- Largest force on an atom: 5.05 eV/A
- HOMO level (alpha / beta): -10.54 / -10.54 eV
- Energy: -37955.1625 eV

=====

No. 3
ORCA calculation (the ωB97M-V functional and the def2-TZVPD basis) on a structure of composition C17H18BrCsN4O5S.

Last column: Löwdin charge in e.
CARTESIAN COORDINATES (ANGSTROEM)
Cs: 0.010 0.484 -0.159  1.545
N: -3.018 1.280 3.623  -0.013
C: -3.010 0.600 2.383  -1.014
S: -3.228 -1.131 2.409  0.303
N: -2.831 1.413 1.382  -0.068
N: -2.644 0.841 0.108  -0.223
C: -3.656 0.620 -0.615  -0.140
C: -3.568 0.150 -2.033  -0.134
C: -4.770 0.117 -2.733  -0.103
C: -4.883 -0.282 -4.062  -0.159
C: -3.702 -0.676 -4.701  -0.154
C: -2.486 -0.672 -4.041  -0.052
C: -2.345 -0.264 -2.676  -0.415
O: -1.212 -0.279 -2.067  -0.483
H: -3.591 0.783 4.283  0.022
H: -3.262 2.252 3.493  0.053
H: -4.660 0.785 -0.214  0.108
H: -5.661 0.424 -2.188  0.091
H: -5.841 -0.287 -4.566  0.066
H: -3.739 -1.002 -5.737  0.076
H: -1.578 -0.988 -4.543  0.090
C: 0.126 4.497 1.749  -0.020
C: 0.976 4.041 0.570  -0.551
C: 1.700 5.184 -0.111  -0.034
O: 0.110 3.489 -0.434  -0.101
C: 2.037 3.022 1.084  -0.656
O: 2.881 3.480 1.877  -0.034
O: 1.900 1.833 0.661  -0.402
H: -0.588 5.256 1.415  0.080
H: 0.764 4.893 2.541  0.081
H: -0.450 3.653 2.146  0.087
H: 0.981 5.948 -0.425  0.078
H: 2.220 4.807 -0.996  0.088
H: 2.432 5.617 0.570  0.078
H: -0.339 2.722 -0.051  -0.063
O: 6.589 -2.861 0.222  0.051
C: 5.267 -2.529 0.135  -0.329
C: 4.813 -1.234 0.256  0.000
C: 3.452 -1.010 0.153  -0.096
N: 2.556 -1.996 -0.052  0.041
C: 3.034 -3.205 -0.159  -0.750
Br: 1.775 -4.612 -0.441  0.720
C: 4.375 -3.562 -0.081  -0.065
H: 7.096 -2.063 0.390  0.099
H: 5.479 -0.398 0.438  0.119
H: 3.062 0.002 0.259  0.074
H: 4.708 -4.584 -0.177  0.103

- Gap between HOMO and LUMO: 0.1836 Ha
- Total charge: -2
- Largest force on an atom: 3.31 eV/A
- HOMO level: -1.40 eV
- Energy: -115545.5619 eV

=====

No. 4
ORCA calculation (the ωB97M-V functional and the def2-TZVPD basis) on the ion C3H7N2O with charge +1.

Last column: Löwdin charge in e.
CARTESIAN COORDINATES (ANGSTROEM)
C: -0.963 -0.352 0.325  -0.191
C: -0.609 0.979 -0.193  -0.125
C: 0.101 -1.264 -0.125  0.135
N: 0.806 1.024 0.206  0.035
N: 1.441 -0.042 0.055  -0.219
O: 2.577 -0.312 -0.024  0.283
H: -1.178 -0.313 1.463  0.179
H: -1.863 -0.668 -0.180  0.146
H: -0.751 0.942 -1.367  0.182
H: -1.180 1.724 0.198  0.104
H: 0.140 -2.058 0.483  0.078
H: 0.123 -1.580 -1.215  0.166
H: 1.356 1.918 0.373  0.228

- Gap between HOMO and LUMO (alpha / beta): 0.3178 / 0.2688 Ha
- Total charge: +1
- Largest force on an atom: 8.10 eV/A
- HOMO level (alpha / beta): -12.52 / -15.91 eV
- Multiplicity: 3
- Energy: -8237.6248 eV

=====

No. 5
ORCA calculation (the ωB97M-V functional and the def2-TZVPD basis) on an isolated molecule of CH5N2PS.

Last column: Löwdin charge in e.
CARTESIAN COORDINATES (ANGSTROEM)
C: -1.001 0.166 -0.011  -1.033
N: -0.831 1.483 -0.011  0.055
N: 0.082 -0.747 0.042  -0.342
P: 1.783 -0.366 0.032  0.768
S: -2.502 -0.509 0.018  0.585
H: -0.181 1.848 0.628  0.067
H: -1.729 1.944 -0.263  0.107
H: 0.008 -1.633 -0.390  0.035
H: 2.180 -0.974 -1.151  -0.130
H: 2.190 -1.211 1.105  -0.111

- Gap between HOMO and LUMO: 0.3314 Ha
- Largest force on an atom: 3.39 eV/A
- HOMO level: -8.33 eV
- Energy: -24221.6028 eV

=====

No. 6
ORCA calculation (the ωB97M-V functional and the def2-TZVPD basis) on the ion C4H13N4 with charge +1.

Last column: Löwdin charge in e.
CARTESIAN COORDINATES (ANGSTROEM)
C: -1.480 0.037 -0.002  -0.426
C: -2.775 -0.681 0.193  0.015
C: 1.760 -0.214 1.207  -0.007
C: 1.351 -0.013 -0.231  -0.547
N: -1.509 1.359 0.007  0.187
N: 1.221 1.319 -0.619  0.101
N: 1.962 -0.846 -1.121  0.137
N: -0.369 -0.614 -0.156  0.148
H: -3.566 -0.208 -0.383  0.097
H: -2.706 -1.726 -0.096  0.091
H: -3.052 -0.635 1.245  0.104
H: 1.542 -1.225 1.541  0.091
H: 1.244 0.488 1.856  0.094
H: 2.835 -0.054 1.295  0.102
H: -2.372 1.855 0.151  0.130
H: -0.646 1.869 -0.136  0.090
H: 1.354 1.486 -1.609  0.120
H: 1.757 1.965 -0.052  0.122
H: 2.123 -1.799 -0.837  0.114
H: 1.747 -0.741 -2.097  0.113
H: -0.418 -1.622 -0.156  0.123

- Gap between HOMO and LUMO: 0.4168 Ha
- Total charge: +1
- Largest force on an atom: 1.60 eV/A
- HOMO level: -14.00 eV
- Energy: -10314.0884 eV